This record from OMol25 describes the molecule C4H7NO in a non-equilibrium geometry. The level of theory is ωB97M-V with the def2-TZVPD basis set.

The geometry in XYZ format:
```
13
Properties=species:S:1:pos:R:3:lowdin_charge:R:1
C 1.74 0.12 0.45 -0.102
O 1.08 -0.37 -0.69 -0.216
C -0.16 0.27 -0.97 -0.218
C -1.23 -0.57 -0.25 -0.142
C -1.88 0.06 0.90 -0.230
N -2.37 0.56 1.82 0.135
H 2.33 1.00 0.17 0.089
H 1.06 0.39 1.27 0.091
H 2.42 -0.66 0.81 0.092
H -0.15 1.32 -0.66 0.128
H -0.29 0.23 -2.05 0.123
H -0.55 -1.36 0.10 0.127
H -1.99 -1.01 -0.91 0.122
```

## Properties
HOMO energy: -0.37972 hartree
Energy relative to the best compared isomer or geometry (same formula, charge and spin): 1.812 eV
M: 85.1 g/mol
Net charge: 0
Gap between HOMO and LUMO: 11.2 eV
SMILES: COCCC#N


This record from OMol25 describes a structure of composition C4H7NO2 in a non-equilibrium geometry. The level of theory is ωB97M-V with the def2-TZVPD basis set.

The geometry in XYZ format:
```
14
Properties=species:S:1:pos:R:3:lowdin_charge:R:1
O 2.18 1.33 0.35 -0.039
N 1.98 0.09 -0.23 0.047
C 0.74 -0.09 -0.43 -0.273
C -0.02 -1.37 -0.76 -0.039
C -0.98 -0.67 0.29 -0.113
C -0.57 0.69 -0.14 -0.411
O -0.99 1.53 0.85 -0.070
H 3.15 1.41 0.36 0.094
H 0.47 -2.32 -0.48 0.112
H -0.39 -1.41 -1.79 0.109
H -0.57 -0.89 1.28 0.115
H -2.25 -0.24 0.81 0.187
H -0.93 0.95 -1.16 0.165
H -1.89 0.92 1.11 0.115
```

## Properties
HOMO energy: -0.35699 hartree
Energy relative to the best compared isomer or geometry (same formula, charge and spin): 6.875 eV
M: 101.1 g/mol
Net charge: 0
Gap between HOMO and LUMO: 10.0 eV


This record from OMol25 describes the molecule C4H7NO2 in a non-equilibrium geometry. The level of theory is ωB97M-V with the def2-TZVPD basis set.

The geometry in XYZ format:
```
14
Properties=species:S:1:pos:R:3:lowdin_charge:R:1
C 1.45 -1.03 0.67 -0.012
C 0.30 -0.24 0.16 -0.265
N -0.60 0.36 0.85 -0.013
O -0.53 0.27 2.21 -0.018
C -0.22 -0.12 -1.24 -0.363
C -1.03 1.07 -1.34 -0.044
O 0.19 0.72 -2.27 -0.022
H 1.10 -1.93 1.19 0.089
H 2.12 -1.33 -0.14 0.084
H 2.01 -0.43 1.39 0.085
H -1.24 0.88 2.45 0.105
H -0.67 -1.04 -1.62 0.153
H -2.12 0.97 -1.50 0.119
H -0.75 1.97 -0.83 0.101
```

## Properties
HOMO energy: -0.35632 hartree
Energy relative to the best compared isomer or geometry (same formula, charge and spin): 4.929 eV
M: 101.1 g/mol
Net charge: 0
Gap between HOMO and LUMO: 10.6 eV
SMILES: C/C(=N\O)[C@H]1CO1


This record from OMol25 describes the molecule C4H7NO2 in a non-equilibrium geometry. The level of theory is ωB97M-V with the def2-TZVPD basis set.

The geometry in XYZ format:
```
14
Properties=species:S:1:pos:R:3:lowdin_charge:R:1
C -1.86 1.00 0.40 0.051
C -1.43 0.32 -0.66 -0.221
O -0.82 -0.90 -0.50 -0.013
C 0.38 -0.61 0.22 -0.725
C 1.47 -0.14 -0.70 0.021
N 0.66 -1.44 1.31 0.216
O 0.22 0.08 1.37 0.019
H -2.08 0.51 1.35 0.080
H -2.04 2.06 0.33 0.065
H -1.39 0.74 -1.66 0.117
H 2.35 0.21 -0.14 0.095
H 1.75 -0.96 -1.36 0.095
H 1.09 0.69 -1.30 0.087
H 1.69 -1.57 1.36 0.113
```

## Properties
HOMO energy: -0.34697 hartree
Energy relative to the best compared isomer or geometry (same formula, charge and spin): 4.732 eV
M: 101.1 g/mol
Net charge: 0
Gap between HOMO and LUMO: 10.3 eV
SMILES: C=CO[C@]1(C)NO1